ORCA calculation (the ωB97M-V functional and the def2-TZVPD basis) on 2 unconnected molecules or ions with the total composition H4S3.

XYZ file:
```
7
Properties=species:S:1:pos:R:3:forces:R:3:mulliken_charge:R:1
S -4.755158 0.149946 0.935101 0.02 0.03 -0.06 -0.2879
H -5.918514 -0.378728 1.330360 -0.01 -0.02 0.03 0.1441
H -4.146683 -0.163136 2.084354 -0.01 -0.02 0.03 0.1438
S 2.895346 0.853795 -1.244930 0.21 -0.53 -0.12 -0.1621
S 3.991407 -0.865665 -0.762873 -0.30 0.11 0.21 -0.1740
H 3.197624 0.715233 -2.543791 -0.03 0.34 0.00 0.1705
H 4.735979 -0.311448 0.201776 0.12 0.09 -0.09 0.1655
```
Forces are in eV/Å.

The value obtained for the electronic energy is -32570.174 eV. Its SMILES is SS.S. The calculation puts the HOMO-LUMO gap at 9.3 eV. The largest force on an atom comes out at 0.01131 Eh/bohr. The spin multiplicity is 1. The energy relative to the best compared isomer or geometry (same formula, charge and spin) comes out at 0.176 eV. Its LUMO energy is 0.26 eV.



ORCA calculation (the ωB97M-V functional and the def2-TZVPD basis) on 3 unconnected molecules or ions with the total composition C14H36N6O6P.

XYZ file:
```
63
Properties=species:S:1:pos:R:3:forces:R:3:mulliken_charge:R:1
N -1.086400 -3.901303 -3.763176 0.14 -0.04 0.03 -0.1792
C -2.167967 -3.567975 -4.445479 -0.09 0.00 0.08 0.6235
N -2.182154 -2.946745 -5.640056 0.26 0.15 -0.04 -0.5152
C -3.454300 -2.795673 -5.922607 -0.17 0.06 -0.08 -0.0259
N -4.272235 -3.304902 -4.995389 -0.14 -0.04 0.15 0.0336
P -6.094410 -3.345113 -4.948570 -0.12 -0.03 -0.12 0.3130
O -6.325322 -4.804312 -5.614150 0.29 0.15 -0.08 -0.4682
O -6.174649 -3.717608 -3.380099 0.02 -0.25 0.09 -0.4925
N -3.428021 -3.795462 -4.030148 0.42 -0.24 0.00 0.0082
H -1.124936 -4.395581 -2.886327 0.02 0.11 -0.06 0.1687
H -0.173790 -3.593811 -4.067759 -0.02 -0.05 0.03 0.1230
H -3.853444 -2.318308 -6.808396 0.11 -0.02 0.04 0.4123
H -5.523701 -5.268850 -5.894977 -0.24 -0.14 0.01 0.3655
H -6.468377 -4.634420 -3.243772 -0.02 0.17 0.10 0.3710
H -3.737036 -4.235608 -3.177772 -0.36 0.17 -0.06 0.2555
C 3.311675 -1.947383 2.143109 -0.07 0.04 0.05 -0.7410
O 2.409630 -1.063841 1.505729 0.10 -0.13 -0.08 -0.3532
C 3.030879 0.000187 0.789158 -0.15 0.24 0.09 -0.7744
C 2.829948 -0.164938 -0.699797 0.06 -0.15 -0.04 -0.1254
N 3.586402 -1.300935 -1.212965 -0.24 -0.02 -0.01 -0.2822
C 3.288399 -1.665262 -2.589486 0.18 -0.05 0.11 -1.0997
C 1.874463 -2.132967 -2.912793 0.02 0.07 -0.19 -0.2860
O 1.520849 -3.383400 -2.328629 -0.22 0.04 -0.04 -0.4325
C 1.044772 -3.310451 -0.992562 0.00 -0.13 -0.05 -0.6648
H 2.722662 -2.614609 2.770050 -0.01 0.00 -0.01 0.2483
H 3.881550 -2.550719 1.426916 0.05 0.03 0.01 0.3226
H 4.016008 -1.404448 2.779157 0.03 -0.01 0.00 0.3350
H 4.094123 0.067583 1.035001 0.02 -0.08 -0.04 0.4496
H 2.552962 0.932089 1.103342 0.02 0.00 0.02 0.3190
H 3.164845 0.743139 -1.208491 -0.01 0.00 -0.02 0.3774
H 1.748131 -0.266683 -0.871397 -0.01 0.11 0.00 0.1048
H 3.421060 -2.101451 -0.616887 0.10 0.01 0.03 0.0878
H 3.973896 -2.466928 -2.874375 -0.01 0.01 -0.04 0.4058
H 3.516523 -0.810033 -3.232983 -0.03 0.02 0.00 0.4397
H 1.827927 -2.284984 -3.996669 0.01 -0.03 0.01 0.4091
H 1.119065 -1.377364 -2.663792 0.03 -0.01 0.10 0.3908
H 0.506945 -2.377771 -0.804594 0.04 0.03 0.02 0.3456
H 1.851372 -3.410101 -0.265103 -0.02 0.07 0.03 0.2199
H 0.363880 -4.150750 -0.836445 0.01 -0.01 -0.01 0.2921
C -2.818466 2.795803 3.965217 -0.04 0.05 -0.03 -0.7018
O -2.415869 4.139818 3.810942 0.07 -0.12 -0.01 -0.3495
C -1.726182 4.682378 4.932046 -0.07 0.17 0.05 -0.7912
C -0.272159 4.940825 4.608070 0.05 -0.13 -0.09 -0.2023
N 0.460109 3.693482 4.434479 -0.05 0.07 -0.13 -0.2961
C 1.817395 3.847686 3.923578 -0.05 -0.13 0.09 -0.7180
C 2.000906 4.441090 2.532076 0.20 0.08 0.01 -0.5111
O 1.524801 3.618242 1.480881 -0.07 -0.06 0.00 -0.3835
C 0.148321 3.745274 1.181211 0.06 -0.09 -0.11 -0.6212
H -3.455474 2.550757 3.116562 0.01 0.01 -0.01 0.2349
H -1.967897 2.104421 3.976237 -0.01 -0.01 0.06 0.2848
H -3.394493 2.655802 4.884948 0.01 -0.03 0.01 0.3466
H -1.819450 4.021328 5.798508 0.05 -0.04 -0.02 0.4050
H -2.204281 5.633555 5.179944 -0.02 -0.02 0.00 0.3919
H 0.178009 5.503400 5.431067 0.02 0.01 -0.01 0.3822
H -0.242771 5.576960 3.712419 -0.02 0.08 0.06 0.1779
H -0.058766 3.095060 3.804667 0.00 -0.02 0.02 0.0660
H 2.278201 2.856397 3.922176 0.04 0.02 0.01 0.3563
H 2.384516 4.459206 4.632515 -0.01 0.03 0.00 0.4043
H 3.075725 4.544097 2.363345 -0.01 0.00 -0.03 0.3543
H 1.572626 5.446602 2.445797 -0.09 -0.04 0.03 0.3872
H -0.214887 4.758959 1.367501 -0.02 0.00 0.04 0.3374
H -0.463059 3.036235 1.747719 -0.04 0.08 0.05 0.1769
H 0.021919 3.520314 0.121278 0.02 0.02 0.00 0.2872
```
Forces are in eV/Å.

The value obtained for the electronic energy is -45608.530 eV. The calculation puts the HOMO-LUMO gap at 6.8 eV. As for the net charge: +1. The largest force on an atom comes out at 0.00932 Eh/bohr. The spin multiplicity is 1. Its LUMO energy is -3.17 eV.



ORCA calculation (the ωB97M-V functional and the def2-TZVPD basis) on a single C2H3N3O molecule in a non-equilibrium geometry.

XYZ file:
```
9
Properties=species:S:1:pos:R:3:forces:R:3:mulliken_charge:R:1
C -0.366066 -0.029395 0.065030 -0.90 -0.24 -1.48 0.6896
C 1.670887 0.440280 -0.036808 -0.52 -1.49 0.30 -0.0257
H -2.207931 -0.981601 -0.020440 0.91 0.88 0.01 0.2351
H -2.339513 0.728267 0.080336 1.27 -0.67 -0.13 0.2497
H 2.631195 0.995342 0.063692 -1.09 -0.46 -0.43 0.3351
N -1.713589 -0.077267 -0.084859 -1.86 -0.17 0.55 -0.4046
N 0.403402 0.991156 -0.025758 1.34 1.67 0.70 -0.5891
N 1.671212 -0.885076 -0.057189 -0.64 1.36 0.35 -0.2846
O 0.250405 -1.181706 0.015995 1.50 -0.89 0.14 -0.2054
```
Forces are in eV/Å.

The value obtained for the electronic energy is -8639.265 eV. Its SMILES is Nc1ncno1. The calculation puts the HOMO-LUMO gap at 10.3 eV. The largest force on an atom comes out at 0.04382 Eh/bohr. The spin multiplicity is 1. The energy relative to the best compared isomer or geometry (same formula, charge and spin) comes out at 1.229 eV. Its LUMO energy is 0.78 eV.